[1]
Molecular formula: C5H15AsCl3GeIOSSc
Method: DFT, wB97M-V/def2-TZVPD

The geometry in XYZ format:
```
29
Properties=species:S:1:pos:R:3:lowdin_charge:R:1
Sc -0.713 -0.247 -0.664 0.02
Cl -1.356 -2.466 -1.204 0.07
Ge -3.678 -1.782 -1.802 0.44
Cl -3.136 -0.955 -3.734 0.04
Cl -3.014 0.401 -0.518 0.05
C -2.291 -1.317 2.886 -0.25
As -1.071 0.153 2.615 0.96
C 0.144 0.126 4.105 -0.30
C -2.055 1.802 2.790 -0.25
H -2.691 -1.231 3.897 0.06
H -1.753 -2.258 2.783 0.05
H -3.103 -1.263 2.164 0.02
H -0.449 0.295 5.005 0.06
H 0.880 0.919 3.992 0.04
H 0.642 -0.838 4.162 0.04
H -2.475 1.818 3.797 0.06
H -2.852 1.859 2.053 0.01
H -1.368 2.636 2.668 0.05
I 1.502 -0.565 0.907 0.47
C 1.761 2.158 -3.346 -0.21
S 0.111 1.534 -3.543 1.02
C 0.372 0.341 -4.830 -0.21
O -0.084 0.660 -2.263 -0.69
H 2.004 2.702 -4.260 0.09
H 2.449 1.329 -3.188 0.08
H 1.760 2.846 -2.503 0.08
H 0.647 0.901 -5.726 0.09
H -0.567 -0.179 -4.995 0.04
H 1.166 -0.344 -4.537 0.09
```

Net charge: +2
HOMO energy (spin up / spin down) in Eh: -0.55228 / -0.59917
Energy above the lowest of the compared OMol25 structures with the same formula, charge and spin in eV: 0.2103
HOMO-LUMO gap (spin up / spin down) in eV: 8.2603 / 7.2349
Spin multiplicity: 2
Expectation value of S²: 0.76

=====

[2]
Molecular formula: C5H15ClCoN5O14
Method: DFT, wB97M-V/def2-TZVPD

The geometry in XYZ format:
```
41
Properties=species:S:1:pos:R:3:lowdin_charge:R:1
Co 3.998 1.151 -1.958 0.95
Cl 1.622 0.016 0.033 0.53
O 2.414 0.901 0.810 -0.36
O 1.529 -1.236 0.641 -0.28
O 0.338 0.573 -0.145 -0.33
O 2.205 -0.044 -1.222 -0.48
C -2.030 -1.767 -0.700 0.04
N -2.532 -2.804 0.289 -0.45
O -3.279 -2.467 1.168 0.08
O -2.122 -3.931 0.076 0.05
H -1.120 -2.165 -1.150 0.10
H -1.825 -0.835 -0.173 0.07
H -2.954 -1.597 -1.253 0.09
C 4.796 -1.837 1.069 0.06
N 5.654 -0.960 0.277 -0.40
O 6.810 -1.330 0.073 0.11
O 5.177 -0.002 -0.288 -0.11
H 5.405 -2.211 1.892 0.11
H 4.427 -2.665 0.464 0.13
H 4.031 -1.198 1.510 0.09
C 0.395 1.007 4.015 0.05
N 0.333 -0.443 4.273 -0.48
O -0.389 -1.112 3.562 0.06
O 0.949 -0.920 5.171 0.07
H -0.530 1.391 3.585 0.11
H 1.248 1.011 3.336 0.09
H 0.798 1.451 4.925 0.10
C -1.228 0.864 -3.367 0.03
N -1.630 1.886 -4.393 -0.45
O -2.723 2.409 -4.269 0.06
O -0.974 1.826 -5.368 0.10
H -0.496 0.147 -3.738 0.10
H -1.994 0.206 -2.958 0.09
H -0.745 1.446 -2.582 0.08
C -3.237 2.226 -0.862 0.03
N -4.191 1.424 -0.063 -0.41
O -4.830 0.476 -0.617 0.03
O -4.372 1.863 1.041 0.08
H -3.289 3.262 -0.528 0.11
H -3.435 2.039 -1.917 0.07
H -2.202 1.950 -0.660 0.08
```

HOMO energy (spin up / spin down) in Eh: -0.35519 / -0.39243
HOMO-LUMO gap (spin up / spin down) in eV: 7.9863 / 7.5604
Spin multiplicity: 5
Expectation value of S²: 6.00

=====

[3]
Molecular formula: C5H15ClN3
Method: DFT, wB97M-V/def2-TZVPD

The geometry in XYZ format:
```
24
Properties=species:S:1:pos:R:3:lowdin_charge:R:1
C 1.818 1.799 1.000 -0.08
N 0.711 1.387 0.172 -0.27
C 0.313 2.476 -0.719 -0.14
C -0.260 0.439 0.646 -0.58
Cl -2.048 1.159 0.201 0.62
H 2.583 2.434 0.439 0.12
H 1.478 2.373 1.906 0.11
H 2.329 0.917 1.392 0.08
H 1.198 2.963 -1.199 0.10
H -0.319 2.152 -1.533 0.05
H -0.253 3.305 -0.224 0.09
H -0.210 0.551 1.832 0.20
C -1.905 -2.407 -0.364 -0.09
N -1.143 -1.541 0.538 -0.10
N -0.037 -0.759 0.135 -0.11
C 0.694 -1.735 -1.019 0.16
H -2.799 -2.566 0.256 0.11
H -2.248 -1.976 -1.357 0.12
H -1.398 -3.380 -0.436 0.09
H -1.796 -0.839 0.855 0.01
H 0.680 -0.803 0.973 0.22
H 1.319 -1.215 -1.752 0.10
H 1.281 -2.257 -0.241 0.11
H 0.013 -2.476 -1.502 0.09
```

Net charge: +1
SMILES: CN[N@@H+](C)[C@H](Cl)N(C)C
HOMO energy in Eh: -0.47594
Energy above the lowest of the compared OMol25 structures with the same formula, charge and spin in eV: 5.3021
HOMO-LUMO gap in eV: 9.1627

=====

[4]
Molecular formula: C5H15N2
Method: DFT, wB97M-V/def2-TZVPD

The geometry in XYZ format:
```
22
Properties=species:S:1:pos:R:3:lowdin_charge:R:1
N 2.591 -1.019 -0.064 -0.04
C 2.313 0.079 -0.961 -0.34
C 1.074 0.812 -0.463 -0.23
N -0.078 -0.130 -0.312 0.00
C -1.508 -0.207 1.696 -0.11
C -1.362 0.447 0.328 -0.38
C -2.534 0.050 -0.560 -0.13
H 3.391 -1.577 -0.315 0.06
H 0.373 -0.738 0.412 0.09
H 2.779 -0.657 0.869 0.06
H 3.145 0.783 -1.046 0.11
H 2.048 -0.304 -1.944 0.09
H 1.262 1.270 0.500 0.11
H 0.837 1.653 -1.113 0.11
H -0.193 -0.833 -1.060 0.07
H -2.417 0.125 2.194 0.08
H -1.396 -1.286 1.580 0.06
H -0.631 0.040 2.302 0.06
H -1.142 1.510 0.246 0.13
H -2.608 -1.019 -0.659 0.06
H -2.520 0.523 -1.542 0.06
H -3.426 0.478 -0.089 0.08
```

HOMO energy (spin up / spin down) in Eh: -0.09125 / -0.36016
Energy above the lowest of the compared OMol25 structures with the same formula, charge and spin in eV: 2.2102
HOMO-LUMO gap (spin up / spin down) in eV: 3.5033 / 10.5051
Spin multiplicity: 2
Expectation value of S²: 0.75

=====

[5]
Molecular formula: C5H15N2
Method: DFT, wB97M-V/def2-TZVPD

The geometry in XYZ format:
```
22
Properties=species:S:1:pos:R:3:lowdin_charge:R:1
C 0.242 1.125 -0.065 -0.18
N 1.447 0.379 -0.404 -0.11
C 2.520 0.249 0.545 -0.10
C -0.899 0.225 0.504 -0.27
N -0.973 -0.908 -0.569 0.03
C -1.756 -0.530 -1.784 -0.01
C -0.624 -0.422 1.859 -0.03
H -0.133 1.516 -1.033 0.12
H 0.246 2.042 0.528 0.14
H 1.638 0.596 -1.371 0.12
H 3.255 -0.515 0.269 0.09
H 3.256 1.032 0.725 0.09
H 2.116 0.013 1.508 0.06
H -1.796 0.821 0.385 0.14
H -1.289 -1.788 -0.170 0.17
H 0.016 -0.937 -0.852 0.13
H -1.023 -0.164 -2.550 0.11
H -2.329 -1.333 -2.222 0.10
H -2.358 0.372 -1.731 0.10
H 0.239 -1.061 1.887 0.08
H -0.595 0.399 2.621 0.12
H -1.579 -0.918 2.080 0.09
```

Net charge: +1
SMILES: CNC[C@H](C)[NH2+]C
HOMO energy in Eh: -0.48986
Energy above the lowest of the compared OMol25 structures with the same formula, charge and spin in eV: 1.3655
HOMO-LUMO gap in eV: 10.4679

=====

[6]
Molecular formula: C5H15N2
Method: DFT, wB97M-V/def2-TZVPD

The geometry in XYZ format:
```
22
Properties=species:S:1:pos:R:3:lowdin_charge:R:1
N -0.201 1.323 -0.998 0.20
C 0.653 0.068 -1.469 -0.28
C 2.063 0.503 -1.651 -0.06
C 0.601 -0.915 -0.285 -0.20
N -0.775 -0.988 0.114 -0.10
C -1.102 -1.124 1.612 -0.20
C -1.564 0.253 2.119 -0.10
H -0.475 1.983 -1.748 0.18
H -1.076 1.015 -0.443 0.16
H 0.402 1.810 -0.345 0.14
H 0.165 -0.393 -2.374 0.17
H 2.813 -0.365 -1.604 0.14
H 2.383 1.178 -0.830 0.10
H 2.291 1.039 -2.498 0.05
H 1.015 -1.892 -0.479 0.13
H 1.154 -0.542 0.604 0.14
H -1.408 -1.429 -0.445 0.08
H -1.808 -1.974 1.677 0.12
H -0.225 -1.307 2.305 0.13
H -2.361 0.577 1.550 0.04
H -0.672 0.959 2.072 0.10
H -1.873 0.221 3.114 0.06
```

Net charge: +1
SMILES: CCNC[C@H](C)[NH3+]
HOMO energy in Eh: -0.47851
Energy above the lowest of the compared OMol25 structures with the same formula, charge and spin in eV: 1.4589
HOMO-LUMO gap in eV: 9.8952

=====

[7]
Molecular formula: C5H15N2
Method: DFT, wB97M-V/def2-TZVPD

The geometry in XYZ format:
```
22
Properties=species:S:1:pos:R:3:lowdin_charge:R:1
C -0.381 -2.468 0.607 -0.16
N 0.791 -2.594 -0.239 0.01
C 0.812 2.274 -1.205 -0.17
C -0.150 1.924 -2.405 -0.19
C -0.741 -0.923 0.381 -0.19
N 0.085 0.022 1.025 0.15
C -0.161 0.361 2.421 -0.02
H -1.225 -3.076 0.303 0.13
H -0.093 -2.474 1.658 0.11
H 0.426 3.176 -0.650 0.08
H 1.761 2.472 -1.628 0.04
H 0.872 1.389 -0.501 0.03
H -0.315 2.775 -3.169 0.09
H -1.192 1.485 -2.008 0.07
H 0.190 0.953 -2.961 0.08
H -1.799 -0.664 0.627 0.16
H -0.622 -0.614 -0.750 0.16
H 1.227 -3.552 -0.086 0.13
H 1.537 -1.883 -0.028 0.11
H 0.407 1.128 2.802 0.05
H -0.127 -0.444 3.236 0.16
H -1.301 0.733 2.572 0.19
```

Net charge: +1
HOMO energy in Eh: -0.52926
Energy above the lowest of the compared OMol25 structures with the same formula, charge and spin in eV: 6.7068
HOMO-LUMO gap in eV: 5.9642

=====

[8]
Molecular formula: C5H15N2
Method: DFT, wB97M-V/def2-TZVPD

The geometry in XYZ format:
```
22
Properties=species:S:1:pos:R:3:lowdin_charge:R:1
C -0.863 -0.654 0.077 -0.28
N -2.066 0.025 -0.109 -0.12
C -2.917 -0.675 -1.077 -0.13
C 0.407 0.029 0.606 -0.26
N 1.599 -0.938 0.917 0.18
C 2.166 1.680 0.137 -0.09
C 0.983 0.990 -0.440 -0.24
H -1.145 -1.559 0.621 0.13
H -0.513 -0.982 -0.972 0.15
H -2.607 0.045 0.766 0.13
H -3.264 -1.663 -0.827 0.06
H -2.464 -1.175 -1.940 0.09
H -3.932 -0.090 -1.024 0.13
H 0.105 0.718 1.473 0.18
H 1.332 -1.907 0.786 0.14
H 2.219 -1.063 1.803 0.22
H 2.333 -0.751 0.069 0.22
H 2.424 2.565 -0.352 0.07
H 2.837 0.999 0.439 0.02
H 1.866 2.247 1.127 0.14
H 0.217 1.721 -0.732 0.14
H 1.282 0.440 -1.347 0.13
```

Net charge: +1
SMILES: CC[C@H]([NH3+])CNC
HOMO energy in Eh: -0.46081
Energy above the lowest of the compared OMol25 structures with the same formula, charge and spin in eV: 3.5974
HOMO-LUMO gap in eV: 8.7454